[1]
C2H9O3 | the ωB97M-V functional and the def2-TZVPD basis

Geometry as XYZ:
```
14
Properties=species:S:1:pos:R:3
C -0.1208 0.3073 -1.2793
O -0.3739 0.4462 0.0888
C -0.6154 1.5745 -1.9841
H 0.9398 0.1193 -1.4953
H -0.6671 -0.5759 -1.6581
H -0.1730 2.3755 -1.3758
H -0.1820 1.7711 -2.9638
H -1.6989 1.5880 -1.9115
H 0.4283 -1.5192 2.5420
H -0.9467 -2.1319 2.8015
O -0.1269 -2.0404 3.2970
H 2.0862 -0.6208 1.8877
H 0.1267 -0.2668 0.5577
O 1.3238 -1.0270 1.4933
```

- HOMO-LUMO gap: 8.0 eV
- Energy relative to the best compared isomer or geometry (same formula, charge and spin): 8.7 kcal/mol
- Total charge: -1
- 2S+1: 1
- Calculated total energy: -307.332629 hartree
- LUMO: 3.94 eV

Results of the Löwdin charge analysis, in e, for atoms 1 through 6: -0.38, -0.12, -0.11, 0.10, 0.10, 0.07


[2]
C2H9OS | the ωB97M-V functional and the def2-TZVPD basis

Geometry as XYZ:
```
13
Properties=species:S:1:pos:R:3
O 0.2228 -1.7246 -2.1948
H 0.0329 -1.1298 -2.9303
H 1.9943 -5.5508 -2.7828
H 0.4689 -2.6122 -2.4616
C -0.5906 1.8573 2.0678
C 0.3342 1.1750 1.0683
S -0.4274 0.0917 0.0809
H -0.3024 2.9179 2.0066
H -1.6139 1.6137 1.7702
H -0.4812 1.5637 3.1185
H 2.6007 -5.1169 -2.8055
H 1.3402 1.5432 0.9508
H 0.3490 -0.5026 -1.0236
```

- HOMO-LUMO gap (spin up / spin down): 6.6 / 10.0 eV
- Energy relative to the best compared isomer or geometry (same formula, charge and spin): 17.6 kcal/mol
- 2S+1: 2
- Calculated total energy: -554.892022 hartree
- LUMO (spin up / spin down): 0.43 / 0.40 eV

Results of the Löwdin charge analysis, in e, for atoms 1 through 6: -0.11, 0.06, 0.00, 0.05, -0.21, -0.67


[3]
C2HAlO4 | the ωB97M-V functional and the def2-TZVPD basis

Geometry as XYZ:
```
8
Properties=species:S:1:pos:R:3
O -2.1616 0.9773 -0.2605
C -1.5064 -0.0251 -0.1878
O -0.1666 0.0185 -0.2316
C 0.6709 -0.0630 1.0259
O 0.1641 -0.4552 2.0398
O 1.7482 0.4899 0.7232
Al 1.3667 0.9825 -1.0527
H -1.8919 -1.0506 -0.0565
```

- HOMO-LUMO gap (spin up / spin down): 10.0 / 6.9 eV
- Total charge: +1
- 2S+1: 2
- Calculated total energy: -619.914173 hartree
- LUMO (spin up / spin down): -6.20 / -9.38 eV

Results of the Löwdin charge analysis, in e, for atoms 1 through 6: 0.19, -0.26, -0.07, -0.57, 0.25, 0.05


[4]
C2HBClF3O3 | the ωB97M-V functional and the def2-TZVPD basis

Geometry as XYZ:
```
11
Properties=species:S:1:pos:R:3
O 2.4961 -0.0425 0.3854
B 1.1812 0.0027 0.0969
O 0.3094 -0.8966 0.8263
C -0.8490 -0.7638 0.2279
F -0.9614 -1.6352 -0.8724
F -1.8820 -1.1082 1.0358
C -1.0201 0.6165 -0.3816
F -1.7846 0.7747 -1.4446
Cl -1.3439 1.7685 0.8021
O 0.6054 0.7747 -0.8160
H 3.2488 0.5091 0.1401
```

- HOMO-LUMO gap: 12.5 eV
- 2S+1: 1
- Calculated total energy: -1087.302753 hartree
- SMILES: OB1OC(F)(F)[C@@](F)(Cl)O1
- LUMO: 0.33 eV

Results of the Löwdin charge analysis, in e, for atoms 1 through 6: 0.25, -0.81, 0.26, -0.62, 0.10, 0.13


[5]
C2HBaFO | the ωB97M-V functional and the def2-TZVPD basis

Geometry as XYZ:
```
6
Properties=species:S:1:pos:R:3
H -0.5457 0.8852 1.2402
C -0.0125 -0.0127 0.5856
C 0.7109 1.1088 0.0695
O -0.4360 -0.9887 0.0064
F 1.9801 1.1139 0.2982
Ba -1.6967 -2.1065 -2.1998
```

- HOMO-LUMO gap (spin up / spin down): 4.4 / 9.7 eV
- Energy relative to the best compared isomer or geometry (same formula, charge and spin): 19.1 kcal/mol
- Total charge: +1
- 2S+1: 2
- Calculated total energy: -276.955982 hartree
- LUMO (spin up / spin down): -4.52 / -4.52 eV

The molecule's Löwdin atomic charges, reported in e, are given here: 0.19, -0.30, 0.06, -0.25, 0.12, 1.18


[6]
C2HBr2FO | the ωB97M-V functional and the def2-TZVPD basis

Geometry as XYZ:
```
7
Properties=species:S:1:pos:R:3
C -0.5152 0.7264 0.1801
C 0.5271 -0.1830 -0.3203
O -0.3218 1.7934 0.7087
F 1.7506 0.1021 0.1556
Br -0.5140 -1.8573 1.2077
Br 0.5787 -0.9371 -2.1086
H -1.5053 0.3555 0.1768
```

- HOMO-LUMO gap (spin up / spin down): 8.3 / 8.3 eV
- Energy relative to the best compared isomer or geometry (same formula, charge and spin): 38.5 kcal/mol
- 2S+1: 1
- Calculated total energy: -5399.866036 hartree
- LUMO (spin up / spin down): -2.24 / -2.24 eV

Results of the Löwdin charge analysis, in e, for atoms 1 through 6: -0.44, -0.83, 0.10, 0.02, 0.32, 0.77


[7]
C2HBr3 | the ωB97M-V functional and the def2-TZVPD basis

Geometry as XYZ:
```
6
Properties=species:S:1:pos:R:3
C -0.5089 0.3167 -0.5372
C -1.0060 0.4895 -1.6291
Br -1.8485 0.6852 -3.1940
H -0.2462 0.0065 0.4246
Br 3.4439 -0.7346 -2.4804
Br 2.6890 -2.0099 -0.7939
```

- HOMO-LUMO gap: 8.7 eV
- Energy relative to the best compared isomer or geometry (same formula, charge and spin): 36.5 kcal/mol
- 2S+1: 1
- Calculated total energy: -7798.750013 hartree
- SMILES: C#CBr.BrBr
- LUMO: -1.25 eV

The molecule's Löwdin atomic charges, reported in e, are given here: 0.00, -0.78, 0.76, 0.01, 0.01, 0.00


[8]
C2HBr3F2 | the ωB97M-V functional and the def2-TZVPD basis

Geometry as XYZ:
```
8
Properties=species:S:1:pos:R:3
C 0.1912 -0.6734 -0.4200
C -2.5274 -0.6646 1.5450
F 0.1353 -0.8717 -1.7221
F 0.9679 -1.5499 0.1922
Br -3.7431 -1.3177 0.2525
Br -2.1366 -1.8459 2.9538
Br -2.7132 1.1485 2.0012
H 0.2608 0.3514 -0.0775
```

- HOMO-LUMO gap (spin up / spin down): 8.6 / 7.6 eV
- Energy relative to the best compared isomer or geometry (same formula, charge and spin): 9.0 kcal/mol
- 2S+1: 1
- Calculated total energy: -7998.438996 hartree
- LUMO (spin up / spin down): -0.07 / -1.17 eV

Results of the Löwdin charge analysis, in e, for atoms 1 through 6: -0.22, -1.76, 0.07, 0.06, 0.57, 0.59


[9]
C2HBr3S | the ωB97M-V functional and the def2-TZVPD basis

Geometry as XYZ:
```
7
Properties=species:S:1:pos:R:3
C -0.3481 -1.0788 0.4233
C 1.8877 -1.6034 0.4615
S -0.7787 -1.3311 1.8668
Br 2.5937 -1.4810 -1.2963
Br 1.9762 -3.2309 1.2973
Br -2.2636 0.0618 2.7889
H -0.3398 -0.8218 -0.6166
```

- HOMO-LUMO gap (spin up / spin down): 6.6 / 6.6 eV
- Energy relative to the best compared isomer or geometry (same formula, charge and spin): 78.7 kcal/mol
- 2S+1: 1
- Calculated total energy: -8196.833082 hartree
- LUMO (spin up / spin down): -1.71 / -1.73 eV

Results of the Löwdin charge analysis, in e, for atoms 1 through 6: -0.53, -1.16, 0.40, 0.55, 0.61, 0.12


[10]
C2HBrF3NO | the ωB97M-V functional and the def2-TZVPD basis

Geometry as XYZ:
```
9
Properties=species:S:1:pos:R:3
F -0.9140 -0.5626 0.2777
C 0.0172 0.4029 0.2741
C 0.1624 1.1750 1.4069
F -0.4166 1.0956 2.5427
F 1.0751 2.1742 1.4596
H 0.2474 0.6433 -0.7615
O 1.3784 -1.8660 1.7856
N 1.8634 -1.0774 1.0452
Br 2.3286 -1.6123 -0.8000
```

- HOMO-LUMO gap: 8.4 eV
- Energy relative to the best compared isomer or geometry (same formula, charge and spin): 89.0 kcal/mol
- 2S+1: 1
- Calculated total energy: -3080.266230 hartree
- SMILES: FC=C(F)F.O=NBr
- LUMO: -1.23 eV

Results of the Löwdin charge analysis, in e, for atoms 1 through 6: 0.01, -0.16, -0.35, 0.20, 0.11, 0.12


[11]
C2HBrFN | the ωB97M-V functional and the def2-TZVPD basis

Geometry as XYZ:
```
6
Properties=species:S:1:pos:R:3
C -0.0812 0.9926 -0.3365
C -0.1005 -0.3657 0.2720
N -0.1807 2.0465 -0.7624
F -0.1988 -0.4594 1.5686
Br 1.6998 -1.1909 -0.3660
H -1.1386 -1.0232 -0.3758
```

- HOMO-LUMO gap: 10.8 eV
- Energy relative to the best compared isomer or geometry (same formula, charge and spin): 18.0 kcal/mol
- 2S+1: 1
- Calculated total energy: -2805.372162 hartree
- LUMO: -0.37 eV

The molecule's Löwdin atomic charges, reported in e, are given here: -0.30, -0.69, 0.17, 0.02, 0.58, 0.22


[12]
C2HBrN2O2 | the ωB97M-V functional and the def2-TZVPD basis

Geometry as XYZ:
```
8
Properties=species:S:1:pos:R:3
C 1.8372 1.3084 -1.0348
C 2.3204 1.9288 1.1690
N 0.6528 1.3940 -1.1897
N -0.3935 1.5349 -0.5691
O 3.4670 1.8367 1.0188
O 1.2345 2.0191 1.5466
Br 3.0327 0.6138 -2.3444
H -1.0850 2.2374 -0.9254
```

- HOMO-LUMO gap (spin up / spin down): 8.2 / 8.2 eV
- Energy relative to the best compared isomer or geometry (same formula, charge and spin): 49.3 kcal/mol
- 2S+1: 1
- Calculated total energy: -2910.711083 hartree
- LUMO (spin up / spin down): -1.23 / -1.22 eV

Results of the Löwdin charge analysis, in e, for atoms 1 through 6: -0.57, -0.51, -0.17, 0.12, 0.16, 0.18


Q: Which of these has the lowest calculated total energy?
A: C2HBr3S


Q: Which value of calculated total energy does entry 12 give?
A: -2910.711083 hartree


Q: Which value of 2S+1 does entry 7 give?
A: 1